119
Properties=species:S:1:pos:R:3:lowdin_spin:R:1 method="wB97M-V/def2-TZVPD" spin_multiplicity=5 gap_ev="6.708 / 4.718" lumo_ev="-6.6 / -8.2" s2=6.08 total_charge=+2
Cu -3.60 -2.77 0.16 0.019
Cu 4.36 0.38 -0.36 0.006
Pd -3.83 0.61 1.82 1.640
C 0.73 -1.89 -0.07 0.448
C -0.63 -1.47 0.28 0.043
C -0.84 0.01 0.64 0.014
O -2.02 0.38 0.80 0.067
C 0.25 0.89 0.62 0.099
C 1.56 0.41 0.37 0.008
C 1.81 -1.01 0.07 0.055
O 2.94 -1.39 -0.17 0.191
O 2.52 1.19 0.26 0.006
O -1.57 -2.23 0.16 0.113
H 0.83 -2.95 -0.26 0.015
H 0.09 1.92 0.86 0.004
C -6.00 -0.98 -2.71 0.404
C -7.00 -0.11 -3.19 0.028
C -7.21 1.21 -2.54 0.010
O -8.18 1.90 -2.80 0.079
C -6.37 1.61 -1.48 0.195
C -5.33 0.78 -1.01 -0.004
C -5.12 -0.58 -1.65 0.043
O -4.23 -1.32 -1.20 0.077
O -4.56 1.14 -0.07 0.065
O -7.63 -0.44 -4.17 0.208
H -5.91 -1.94 -3.19 0.016
H -6.53 2.54 -0.96 0.008
Cl 2.33 0.27 5.74 0.000
C 1.80 0.68 4.09 0.000
C 2.15 2.11 3.78 0.000
Cl 3.88 2.33 3.48 0.000
H 0.72 0.53 4.08 0.000
H 2.24 -0.03 3.40 0.000
H 1.86 2.78 4.58 0.000
H 1.64 2.49 2.89 0.000
Cl 2.72 -2.31 3.14 0.000
C 2.11 -3.87 2.54 0.004
C 1.91 -4.88 3.63 0.001
Cl 0.76 -4.44 4.90 0.000
H 2.86 -4.33 1.89 0.000
H 1.21 -3.66 1.98 0.004
H 2.86 -5.15 4.10 0.000
H 1.61 -5.84 3.19 0.000
Cl 6.12 -4.59 3.12 0.000
C 6.57 -3.53 1.76 0.000
C 5.43 -3.32 0.77 0.000
Cl 5.06 -4.82 -0.10 0.000
H 7.39 -4.02 1.25 0.000
H 6.87 -2.57 2.17 0.000
H 5.68 -2.55 0.05 0.000
H 4.53 -3.02 1.29 0.000
Cl 0.24 2.19 -4.79 0.000
C -0.44 2.32 -3.15 0.000
C -1.31 1.13 -2.82 0.002
Cl -0.51 -0.44 -3.08 0.009
H -0.98 3.26 -3.04 0.000
H 0.41 2.37 -2.46 0.000
H -2.17 1.16 -3.49 0.000
H -1.69 1.15 -1.79 0.000
C -2.22 -4.34 -2.42 0.000
O -2.99 -4.12 -1.49 0.000
N -2.45 -4.06 -3.70 0.000
C -1.36 -4.15 -4.65 0.000
C -3.72 -3.45 -4.11 0.000
H -1.21 -4.73 -2.25 0.000
H -0.99 -3.17 -4.97 0.000
H -1.69 -4.65 -5.57 0.000
H -0.51 -4.72 -4.29 0.000
H -3.96 -3.78 -5.12 0.000
H -4.50 -3.83 -3.46 0.000
H -3.62 -2.37 -4.05 0.001
C 3.21 0.47 -3.42 0.000
O 3.77 0.81 -2.38 0.001
N 3.40 -0.70 -4.05 0.000
C 2.86 -0.94 -5.38 0.000
C 4.07 -1.82 -3.43 0.000
H 2.56 1.13 -3.99 0.000
H 2.27 -0.11 -5.76 0.000
H 2.21 -1.81 -5.36 0.000
H 3.71 -1.17 -6.01 0.000
H 4.87 -2.19 -4.08 0.000
H 4.59 -1.59 -2.51 0.000
H 3.38 -2.63 -3.17 0.000
C -2.13 -0.04 4.71 0.006
O -2.95 0.35 3.86 0.031
N -1.43 -1.15 4.65 0.001
C -0.45 -1.53 5.69 0.000
C -1.59 -2.13 3.60 0.000
H -1.95 0.58 5.60 0.001
H -0.85 -2.32 6.32 0.000
H -0.26 -0.70 6.36 0.000
H 0.41 -1.93 5.16 0.000
H -1.97 -3.06 4.04 0.000
H -2.34 -1.90 2.84 0.001
H -0.67 -2.34 3.05 0.000
C 1.69 3.87 -0.27 0.000
O 0.70 4.03 -0.99 0.001
N 2.53 4.85 0.10 0.000
C 2.49 6.13 -0.60 0.000
C 3.78 4.58 0.82 0.000
H 1.91 2.92 0.27 0.000
H 3.00 5.99 -1.56 0.000
H 3.15 6.82 -0.07 0.000
H 1.52 6.57 -0.75 0.000
H 3.61 5.05 1.80 0.000
H 3.92 3.52 1.01 0.000
H 4.65 5.11 0.44 0.000
C -3.07 3.81 2.39 0.010
O -3.28 2.61 2.15 0.070
N -2.79 4.72 1.46 -0.001
C -2.24 6.02 1.82 0.000
C -2.61 4.31 0.10 0.000
H -3.02 4.25 3.39 0.000
H -1.23 6.10 1.42 0.000
H -2.09 6.08 2.90 0.000
H -2.89 6.83 1.51 0.000
H -3.09 4.99 -0.61 0.000
H -1.55 4.32 -0.17 0.000
H -2.98 3.31 -0.13 0.000

---

27
Properties=species:S:1:pos:R:3:nbo_charge:R:1 method="wB97M-V/def2-TZVPD" gap_ev=9.722 lumo_ev=0.8 smiles="C[C@]12C=CCC[C@](C)(C=C1)S2(=O)=O"
C 2.39 -1.88 -0.47 -0.647
C 1.04 -1.23 -0.29 -0.289
C 0.22 -1.84 0.85 -0.184
C -1.03 -1.59 1.24 -0.172
C -1.86 -0.41 0.60 -0.451
C -1.26 0.96 0.86 -0.404
C -0.10 1.37 -0.02 -0.261
C 0.11 2.86 -0.09 -0.603
C -0.17 0.64 -1.34 -0.186
C 0.28 -0.60 -1.42 -0.173
S 1.40 0.48 0.61 2.112
O 1.46 0.15 2.00 -0.939
O 2.61 1.08 0.08 -0.946
H 3.03 -1.21 -1.13 0.244
H 2.44 -2.86 -0.93 0.232
H 3.02 -1.87 0.47 0.246
H 0.86 -2.48 1.47 0.219
H -1.63 -1.91 2.01 0.211
H -1.77 -0.54 -0.46 0.228
H -2.94 -0.46 1.07 0.215
H -2.09 1.76 0.59 0.202
H -1.13 1.06 1.88 0.232
H 0.07 3.18 0.85 0.219
H -0.77 3.30 -0.52 0.215
H 0.98 3.06 -0.61 0.239
H -0.55 1.08 -2.16 0.214
H 0.27 -1.12 -2.43 0.227

---

64
Properties=species:S:1:pos:R:3:lowdin_spin:R:1 method="wB97M-V/def2-TZVPD" spin_multiplicity=2 gap_ev="6.040 / 2.903" lumo_ev="-9.0 / -12.1" s2=0.75 total_charge=+2
C -1.24 3.61 0.96 0.000
C -1.35 2.83 -0.38 0.000
C -1.28 3.77 -1.58 0.000
C -1.43 3.07 -2.94 0.000
C -0.34 2.02 -3.22 0.000
C -0.89 0.60 -3.21 0.001
C 0.14 -0.54 -3.29 0.000
C 1.40 -0.31 -2.46 0.000
C 2.36 -1.53 -2.52 0.000
C 2.90 -1.86 -1.12 0.000
C 3.88 -0.78 -0.61 0.000
C 3.51 -0.08 0.71 0.000
C 2.81 -0.98 1.74 0.000
C 1.27 -0.85 1.72 0.000
C 0.71 -0.39 3.06 0.002
C -0.76 0.07 3.05 0.005
C -1.80 -0.94 3.58 0.070
C -3.12 -1.01 2.70 0.060
C -2.93 -1.99 1.67 0.267
C -2.26 -1.91 0.44 0.292
F -1.67 -0.88 -0.09 0.122
C -2.30 -3.24 -0.25 0.022
O -1.74 -3.52 -1.23 0.039
O -3.05 -4.05 0.54 0.027
C -3.44 -3.40 1.69 0.022
O -4.06 -3.88 2.56 0.041
H -2.18 3.58 1.50 0.000
H -1.01 4.65 0.75 0.000
H -0.45 3.21 1.58 0.000
H -0.51 2.15 -0.46 0.000
H -2.26 2.23 -0.42 0.000
H -2.03 4.55 -1.50 0.000
H -0.28 4.22 -1.57 0.000
H -2.42 2.60 -2.97 0.000
H -1.43 3.84 -3.70 0.000
H 0.12 2.25 -4.18 0.000
H 0.44 2.14 -2.47 0.000
H -1.54 0.52 -4.08 0.000
H -1.54 0.48 -2.35 0.000
H 0.46 -0.66 -4.33 0.000
H -0.33 -1.45 -2.95 0.000
H 1.91 0.57 -2.82 0.000
H 1.13 -0.17 -1.41 0.000
H 1.79 -2.40 -2.85 0.000
H 3.17 -1.35 -3.21 0.000
H 2.03 -1.97 -0.48 0.000
H 3.41 -2.82 -1.14 0.000
H 3.93 0.00 -1.36 0.000
H 4.89 -1.18 -0.54 0.000
H 4.43 0.30 1.15 0.000
H 2.90 0.80 0.50 0.000
H 3.08 -2.02 1.55 0.000
H 3.19 -0.74 2.76 0.000
H 0.86 -1.83 1.45 0.000
H 0.95 -0.17 0.93 0.000
H 1.32 0.45 3.40 0.000
H 0.81 -1.26 3.77 0.000
H -1.02 0.44 2.07 0.001
H -0.81 0.93 3.71 0.002
H -2.09 -0.70 4.59 0.009
H -1.34 -1.93 3.60 0.000
H -3.92 -1.36 3.35 0.003
H -3.35 -0.03 2.28 0.011
Cu 2.38 -1.67 4.32 0.000

---

11
Properties=species:S:1:pos:R:3:nbo_charge:R:1 method="wB97M-V/def2-TZVPD" gap_ev=10.651 lumo_ev=0.8
C -1.70 0.09 -0.10 -0.694
C -0.21 0.08 -0.05 0.646
O 0.48 1.11 -0.41 -0.546
N 0.60 -0.87 0.30 -0.696
C 1.91 0.31 -0.04 0.610
O 2.67 0.09 -0.93 -0.584
H -2.02 0.02 -1.14 0.253
H -2.08 1.03 0.30 0.249
H -2.13 -0.75 0.47 0.229
H 0.34 -1.78 0.63 0.398
H 2.12 0.68 0.96 0.135

---

130
Properties=species:S:1:pos:R:3:lowdin_charge:R:1 method="wB97M-V/def2-TZVPD" gap_ev=6.202 lumo_ev=-4.8 total_charge=+1
C 2.10 -1.29 0.26 0.019
C 3.36 -0.57 -0.13 -0.508
O 4.39 -0.73 0.43 0.170
O 3.35 0.28 -1.23 -0.025
C 2.34 1.26 -1.22 -0.108
C 1.02 0.78 -1.78 -0.065
C -0.14 1.31 -1.23 0.093
N -1.36 0.97 -1.68 0.144
B -2.55 1.65 -1.03 -0.651
O -3.59 0.96 -0.54 0.231
O -2.45 3.01 -0.91 0.177
C -1.49 0.09 -2.71 -0.177
S -3.08 -0.40 -3.37 0.809
O -4.01 0.69 -3.45 -0.232
O -2.81 -0.99 -4.64 -0.227
C -3.70 -1.82 -2.33 -0.441
F -3.37 -1.71 -1.04 0.146
F -3.03 -2.88 -2.79 0.140
C -5.24 -2.11 -2.51 -0.366
F -5.36 -3.44 -2.60 0.176
F -5.74 -1.59 -3.63 0.174
C -6.10 -1.71 -1.27 -0.550
F -5.90 -2.55 -0.28 0.209
F -5.87 -0.46 -0.89 0.186
F -7.38 -1.84 -1.64 0.184
C -0.38 -0.47 -3.28 0.081
C 0.90 -0.13 -2.84 -0.046
C 2.11 -0.75 -3.49 -0.118
O 1.79 -1.26 -4.77 -0.084
N 1.50 -2.66 -4.67 0.007
O 1.17 -3.09 -5.70 0.105
H 2.36 -2.18 0.81 0.082
H 1.59 -1.59 -0.66 0.063
H 1.46 -0.62 0.84 0.101
H 2.66 2.17 -1.72 0.158
H 2.15 1.56 -0.18 0.116
H -0.06 2.03 -0.42 0.108
H -4.40 1.42 -0.81 0.139
H -2.58 3.44 -1.77 0.154
H -0.52 -1.16 -4.09 0.123
H 2.95 -0.08 -3.55 0.146
H 2.45 -1.60 -2.88 0.131
N 0.74 3.34 1.02 0.022
C 1.70 3.82 1.81 -0.136
C 1.60 5.03 2.48 -0.058
C 0.44 5.77 2.33 -0.046
C -0.57 5.29 1.52 -0.049
C -0.37 4.07 0.89 -0.143
H 2.59 3.21 1.90 0.107
H 2.41 5.37 3.11 0.088
H 0.33 6.72 2.84 0.091
H -1.49 5.84 1.38 0.095
H -1.12 3.62 0.24 0.063
N 2.12 -4.18 -0.66 0.039
C 1.50 -5.35 -0.82 -0.140
C 2.11 -6.50 -1.30 -0.063
C 3.45 -6.42 -1.64 -0.062
C 4.12 -5.22 -1.48 -0.062
C 3.42 -4.14 -0.99 -0.159
H 0.45 -5.36 -0.54 0.103
H 1.55 -7.42 -1.41 0.063
H 3.97 -7.30 -2.02 0.110
H 5.17 -5.13 -1.74 0.105
H 3.91 -3.18 -0.84 0.092
N -1.56 8.46 3.35 0.051
C -1.45 9.78 3.55 -0.147
C -2.54 10.62 3.71 -0.066
C -3.81 10.08 3.64 -0.074
C -3.94 8.71 3.43 -0.070
C -2.79 7.96 3.29 -0.160
H -0.44 10.16 3.60 0.106
H -2.39 11.68 3.87 0.105
H -4.69 10.70 3.75 0.109
H -4.91 8.25 3.37 0.102
H -2.85 6.88 3.13 0.093
N 1.47 -9.47 -0.71 0.035
C 1.32 -10.21 -1.82 -0.149
C 1.29 -11.59 -1.82 -0.066
C 1.43 -12.26 -0.62 -0.072
C 1.58 -11.51 0.54 -0.066
C 1.60 -10.13 0.44 -0.142
H 1.22 -9.65 -2.74 0.105
H 1.17 -12.13 -2.75 0.105
H 1.41 -13.34 -0.58 0.109
H 1.69 -11.99 1.51 0.104
H 1.71 -9.51 1.32 0.107
N 2.04 -8.21 -8.55 0.054
C 2.78 -7.31 -7.90 -0.157
C 2.33 -6.05 -7.56 -0.078
C 1.04 -5.69 -7.92 -0.089
C 0.26 -6.61 -8.60 -0.072
C 0.80 -7.85 -8.89 -0.154
H 3.79 -7.63 -7.65 0.102
H 2.97 -5.36 -7.03 0.095
H 0.65 -4.71 -7.67 0.085
H -0.75 -6.37 -8.90 0.101
H 0.23 -8.60 -9.41 0.104
N 2.79 3.94 5.20 0.041
C 3.75 4.70 5.73 -0.152
C 3.79 5.07 7.07 -0.061
C 2.77 4.64 7.90 -0.072
C 1.76 3.86 7.36 -0.073
C 1.82 3.54 6.01 -0.159
H 4.53 5.01 5.05 0.104
H 4.60 5.69 7.44 0.072
H 2.76 4.92 8.94 0.107
H 0.94 3.50 7.97 0.101
H 1.05 2.92 5.56 0.101
N 6.84 6.52 8.03 0.042
C 8.02 6.05 7.61 -0.151
C 9.21 6.24 8.30 -0.070
C 9.17 6.94 9.49 -0.076
C 7.96 7.44 9.94 -0.070
C 6.83 7.19 9.17 -0.153
H 8.00 5.51 6.67 0.104
H 10.13 5.83 7.91 0.103
H 10.08 7.11 10.05 0.108
H 7.89 8.00 10.86 0.103
H 5.86 7.56 9.49 0.104
N -11.60 -0.37 -2.12 0.057
C -10.27 -0.34 -2.05 -0.160
C -9.45 -0.26 -3.17 -0.085
C -10.04 -0.22 -4.42 -0.077
C -11.43 -0.25 -4.51 -0.070
C -12.16 -0.33 -3.33 -0.150
H -9.85 -0.38 -1.06 0.100
H -8.38 -0.23 -3.06 0.077
H -9.44 -0.16 -5.32 0.105
H -11.93 -0.22 -5.46 0.103
H -13.24 -0.35 -3.35 0.105

---

Record order is preserved below.
Calculated total energy: -264174.9714 -25523.9043 -76892.6180 -8775.9145 -116557.1819 eV